{"formula": "C28H80N5O12", "method": "ωB97M-V/def2-TZVPD", "symbols": ["N", "H", "H", "H", "H", "C", "O", "H", "H", "H", "H", "C", "O", "H", "H", "H", "H", "C", "O", "H", "H", "H", "H", "C", "O", "H", "H", "H", "H", "C", "O", "C", "C", "N", "C", "C", "O", "C", "H", "H", "H", "H", "H", "H", "H", "H", "H", "H", "H", "H", "H", "H", "H", "C", "O", "C", "C", "N", "C", "C", "O", "C", "H", "H", "H", "H", "H", "H", "H", "H", "H", "H", "H", "H", "H", "H", "H", "C", "O", "C", "C", "N", "C", "C", "O", "C", "H", "H", "H", "H", "H", "H", "H", "H", "H", "H", "H", "H", "H", "H", "H", "C", "O", "C", "C", "N", "C", "C", "O", "C", "H", "H", "H", "H", "H", "H", "H", "H", "H", "H", "H", "H", "H", "H", "H"], "coordinates": [[13.434, -32.023, -7.203], [13.870, -32.767, -6.722], [13.439, -32.355, -8.212], [13.862, -31.194, -7.299], [12.443, -32.007, -7.108], [12.964, -28.643, -6.769], [13.023, -29.906, -7.266], [11.940, -28.218, -7.015], [13.742, -28.078, -7.141], [12.934, -28.350, -5.737], [12.885, -29.895, -8.122], [17.070, -30.156, -5.935], [16.068, -31.099, -5.643], [18.036, -30.706, -5.626], [17.125, -29.207, -5.657], [17.171, -30.156, -7.053], [16.306, -31.466, -4.730], [11.233, -30.773, -4.353], [12.444, -30.252, -4.742], [11.175, -31.334, -3.542], [10.775, -31.557, -5.105], [10.466, -30.093, -4.341], [12.898, -29.912, -3.923], [14.430, -34.203, -3.824], [13.501, -34.284, -4.894], [15.414, -33.732, -4.100], [14.539, -35.076, -3.364], [13.923, -33.529, -3.203], [12.837, -35.098, -4.857], [9.363, -28.130, -5.494], [9.495, -29.000, -6.616], [9.835, -30.352, -6.253], [10.054, -31.092, -7.450], [10.486, -32.483, -6.997], [10.667, -33.504, -8.052], [10.897, -34.853, -7.396], [12.171, -34.902, -6.613], [12.431, -36.153, -6.031], [8.620, -28.641, -4.813], [9.089, -27.196, -5.920], [10.242, -27.934, -4.822], [9.071, -30.772, -5.566], [10.671, -30.085, -5.793], [10.901, -30.469, -7.892], [9.296, -30.972, -8.193], [9.682, -32.866, -6.268], [11.423, -33.319, -8.774], [9.912, -33.664, -8.581], [11.049, -35.473, -8.165], [9.940, -35.276, -6.862], [12.196, -37.001, -6.637], [11.657, -36.311, -5.401], [13.230, -36.326, -5.223], [13.055, -27.891, -10.257], [12.747, -29.371, -10.343], [11.738, -29.701, -11.302], [11.503, -31.122, -11.302], [10.485, -31.375, -12.240], [10.120, -32.776, -12.293], [8.783, -33.013, -13.040], [8.423, -34.357, -12.972], [7.183, -34.648, -13.666], [14.014, -27.729, -9.741], [12.395, -27.489, -9.672], [13.181, -27.409, -11.114], [12.010, -29.736, -12.193], [10.737, -29.154, -11.137], [11.459, -31.591, -10.294], [12.497, -31.561, -11.542], [10.670, -31.017, -13.300], [10.164, -33.136, -11.276], [10.975, -33.468, -12.493], [8.944, -32.722, -14.076], [8.051, -32.444, -12.610], [6.408, -34.114, -13.243], [7.157, -35.529, -13.513], [7.114, -34.384, -14.700], [15.821, -31.866, -9.781], [15.400, -32.977, -9.002], [16.341, -33.992, -8.772], [15.526, -34.885, -7.767], [16.415, -35.913, -7.337], [15.710, -37.038, -6.638], [16.743, -37.987, -6.066], [17.352, -37.136, -5.156], [18.490, -37.642, -4.481], [16.360, -32.289, -10.678], [16.535, -31.188, -9.187], [14.940, -31.301, -9.867], [17.180, -33.409, -8.245], [16.716, -34.494, -9.723], [14.671, -35.177, -8.281], [15.464, -34.368, -6.786], [17.093, -35.776, -6.589], [15.370, -37.672, -7.459], [15.046, -36.674, -6.092], [17.462, -38.578, -6.717], [15.946, -38.725, -5.819], [19.487, -37.696, -5.146], [18.343, -38.587, -3.971], [18.716, -36.813, -3.630], [6.925, -40.790, -13.620], [7.443, -39.498, -13.480], [8.618, -39.649, -12.611], [9.155, -38.169, -12.552], [10.390, -38.162, -11.760], [10.652, -36.736, -11.524], [12.147, -36.398, -11.078], [12.377, -35.072, -11.042], [13.434, -34.686, -10.263], [6.268, -41.028, -12.947], [7.583, -41.503, -13.954], [6.288, -40.941, -14.477], [9.356, -40.317, -12.954], [8.310, -40.090, -11.617], [8.342, -37.585, -11.938], [9.154, -37.769, -13.649], [11.161, -38.602, -12.464], [9.925, -36.578, -10.760], [10.626, -36.010, -12.420], [12.885, -36.987, -11.714], [11.974, -36.706, -10.018], [13.386, -33.586, -10.556], [14.465, -35.152, -10.568], [13.338, -34.710, -9.130]], "de_lowest_kcal_mol": 53.2, "e_tot_ev": -62321.83533, "lumo_ha": -0.0619, "spin_multiplicity": 1, "orbital_gap_ev": 8.7, "charge": 1}